# 1
{"formula": "C5H9NO", "method": "the ωB97M-V functional and the def2-TZVPD basis", "elements": ["C", "C", "N", "C", "C", "C", "O", "H", "H", "H", "H", "H", "H", "H", "H", "H"], "coordinates": [[2.16, -0.45, 0.21], [0.83, -1.17, 0.11], [-0.31, -0.95, 0.99], [-0.45, -0.64, -0.44], [-0.85, 0.79, -0.74], [-2.05, 1.29, -0.03], [-0.74, 1.72, 0.33], [2.86, -0.90, -0.51], [2.60, -0.58, 1.21], [2.09, 0.62, -0.01], [0.97, -2.24, -0.05], [-0.20, -0.04, 1.44], [-1.04, -1.35, -1.02], [-0.64, 1.21, -1.72], [-2.68, 2.06, -0.47], [-2.54, 0.63, 0.69]], "mulliken_charge": [-1.26, 0.03, -0.69, -0.09, -0.14, -0.37, -0.46, 0.34, 0.28, 0.34, 0.36, 0.33, 0.35, 0.44, 0.29, 0.25], "orbital_gap_ev": 10.30, "multiplicity": 1}

***

# 2
{"formula": "C5H9NO", "method": "the ωB97M-V functional and the def2-TZVPD basis", "elements": ["C", "C", "O", "C", "C", "C", "N", "H", "H", "H", "H", "H", "H", "H", "H", "H"], "coordinates": [[-1.43, -1.30, -0.76], [-0.87, -0.04, -0.10], [-1.38, 0.13, 1.20], [0.65, 0.05, 0.22], [1.77, 0.50, -0.70], [0.38, 0.99, 1.34], [0.31, 1.77, 2.24], [-1.10, -1.41, -1.80], [-2.52, -1.20, -0.78], [-1.19, -2.21, -0.21], [-1.11, 0.80, -0.78], [-0.68, 0.98, 2.18], [0.94, -0.87, 0.74], [2.65, 0.75, -0.10], [1.50, 1.37, -1.30], [2.07, -0.32, -1.37]], "mulliken_charge": [-1.35, 0.36, -0.78, 0.43, -1.37, 0.16, -0.53, 0.36, 0.32, 0.33, 0.21, 0.58, 0.24, 0.37, 0.33, 0.36], "orbital_gap_ev": 10.02, "multiplicity": 1}

***

# 3
{"formula": "C5H9NO", "method": "the ωB97M-V functional and the def2-TZVPD basis", "elements": ["C", "C", "N", "O", "C", "C", "C", "H", "H", "H", "H", "H", "H", "H", "H", "H"], "coordinates": [[1.79, -0.20, -0.65], [0.86, 0.64, 0.16], [1.04, 1.82, 0.53], [0.46, -0.68, 1.42], [-0.73, -0.29, 1.05], [-1.65, -1.01, 0.16], [-0.96, 0.12, -0.63], [2.75, -0.23, -0.15], [1.42, -1.22, -0.75], [1.91, 0.26, -1.63], [0.35, 2.32, 1.07], [-1.18, 0.58, 1.55], [-1.33, -2.01, -0.12], [-2.72, -0.90, 0.32], [-0.49, -0.23, -1.55], [-1.53, 1.03, -0.76]], "mulliken_charge": [-1.29, 0.86, -0.69, -0.61, 0.20, -0.69, -0.68, 0.33, 0.35, 0.35, 0.23, 0.41, 0.29, 0.26, 0.41, 0.28], "orbital_gap_ev": 9.40, "multiplicity": 1}

***

# 4
{"formula": "C5H9NO", "method": "the ωB97M-V functional and the def2-TZVPD basis", "elements": ["C", "C", "O", "C", "C", "C", "N", "H", "H", "H", "H", "H", "H", "H", "H", "H"], "coordinates": [[-1.49, -0.21, -0.70], [-0.69, -0.24, 0.60], [-0.35, -1.55, 1.00], [0.65, 0.52, 0.52], [1.73, -0.23, -0.28], [0.44, 1.87, -0.03], [0.26, 2.91, -0.50], [-1.79, 0.81, -0.95], [-2.40, -0.81, -0.59], [-0.91, -0.63, -1.53], [-1.29, 0.25, 1.39], [-1.15, -2.09, 0.95], [1.02, 0.64, 1.55], [2.66, 0.35, -0.29], [1.42, -0.39, -1.32], [1.91, -1.19, 0.19]], "mulliken_charge": [-1.36, 0.14, -0.53, 0.49, -1.35, 0.05, -0.47, 0.40, 0.41, 0.31, 0.25, 0.33, 0.29, 0.40, 0.31, 0.34], "orbital_gap_ev": 11.54, "multiplicity": 1}

***

# 5
{"formula": "C5H9NO", "method": "the ωB97M-V functional and the def2-TZVPD basis", "elements": ["C", "C", "N", "C", "C", "C", "O", "H", "H", "H", "H", "H", "H", "H", "H", "H"], "coordinates": [[-1.06, 0.04, 1.26], [-0.94, 0.02, -0.26], [-1.31, 1.29, -0.79], [0.10, 0.86, -1.05], [1.25, 0.32, -0.18], [1.40, -1.20, 0.15], [0.74, -2.16, -0.18], [-0.79, 1.01, 1.69], [-2.13, -0.08, 1.42], [-0.54, -0.75, 1.80], [-1.07, -0.93, -0.74], [-1.78, 1.05, -1.67], [0.25, 0.64, -2.11], [1.45, 0.84, 0.76], [2.10, 0.41, -0.84], [2.33, -1.37, 0.74]], "mulliken_charge": [-1.23, -0.08, -0.59, -0.25, -0.62, -0.02, -0.47, 0.33, 0.33, 0.35, 0.54, 0.31, 0.25, 0.35, 0.43, 0.36], "orbital_gap_ev": 9.26, "multiplicity": 1}

***

# 6
{"formula": "C5H9NO", "method": "the ωB97M-V functional and the def2-TZVPD basis", "elements": ["C", "C", "O", "C", "N", "C", "C", "H", "H", "H", "H", "H", "H", "H", "H", "H"], "coordinates": [[-0.93, 1.23, -0.77], [-0.39, 0.40, 0.38], [-0.83, 1.05, 1.56], [-0.54, -1.15, 0.39], [0.93, -1.39, 0.37], [1.51, -0.73, -0.79], [1.12, 0.09, 0.37], [-0.51, 0.93, -1.74], [-0.67, 2.28, -0.59], [-2.02, 1.17, -0.82], [-1.08, 0.38, 2.21], [-1.14, -1.63, -0.39], [-0.82, -1.54, 1.37], [0.96, -0.69, -1.73], [2.57, -0.97, -0.89], [1.83, 0.57, 1.04]], "mulliken_charge": [-1.39, 1.05, -0.56, -0.67, -0.46, -0.25, -0.40, 0.30, 0.38, 0.34, 0.33, 0.25, 0.35, 0.16, 0.25, 0.34], "orbital_gap_ev": 10.23, "multiplicity": 1}

***

# 7
{"formula": "C5H9NO", "method": "the ωB97M-V functional and the def2-TZVPD basis", "elements": ["C", "C", "C", "C", "C", "N", "O", "H", "H", "H", "H", "H", "H", "H", "H", "H"], "coordinates": [[-1.64, -1.11, 0.05], [-0.59, -0.23, -0.61], [-0.73, 1.32, -0.54], [0.68, 1.36, -0.01], [0.75, -0.05, 0.11], [1.72, -1.00, 0.36], [2.89, -0.29, 0.57], [-2.59, -1.07, -0.50], [-1.82, -0.79, 1.08], [-1.31, -2.16, 0.07], [-0.40, -0.55, -1.64], [-0.89, 1.79, -1.51], [-1.52, 1.67, 0.14], [0.58, -0.11, 1.24], [1.39, 2.16, 0.19], [3.47, -0.94, 1.01]], "mulliken_charge": [-1.51, 0.55, -0.55, -0.77, 0.40, -0.51, -0.36, 0.38, 0.36, 0.35, 0.32, 0.24, 0.25, 0.05, 0.45, 0.35], "orbital_gap_ev": [8.19, 8.54], "multiplicity": 1}

***

# 8
{"formula": "C5H9NO", "method": "the ωB97M-V functional and the def2-TZVPD basis", "elements": ["C", "C", "N", "O", "C", "C", "C", "H", "H", "H", "H", "H", "H", "H", "H", "H"], "coordinates": [[1.72, -1.03, 0.25], [1.41, 0.25, 0.00], [2.36, 1.22, -0.20], [0.15, 0.78, -0.09], [-0.87, -0.05, 0.38], [-1.84, -0.62, -0.61], [-2.27, 0.47, 0.35], [2.73, -1.26, 0.55], [1.00, -1.83, 0.16], [3.26, 0.90, -0.51], [2.17, 2.20, -0.10], [-0.56, -0.65, 1.24], [-1.68, -0.33, -1.64], [-2.21, -1.63, -0.46], [-2.44, 1.46, -0.06], [-2.91, 0.20, 1.18]], "mulliken_charge": [-1.10, 0.74, -0.43, -0.43, -0.15, -0.48, -0.62, 0.25, 0.35, 0.21, 0.21, 0.55, 0.23, 0.23, 0.23, 0.22], "orbital_gap_ev": 9.07, "multiplicity": 1}

***

Total energy / Ha: -325.8239; -325.7719; -325.7470; -325.9025; -325.7638; -325.8310; -325.7010; -325.8496